Entry 1:
The following is a quantum chemistry calculation of a molecular structure, C19H30AlBeBr3F5NNaO10P, from the OMol25 dataset.

```
! wB97M-V def2-TZVPD RIJCOSX def2/J DEFGRID3
* xyz 0 1
O -2.51606 0.46729 3.61115
C -2.56064 1.50602 2.99402
O -3.81864 1.80271 2.30016
C -1.50305 2.50828 2.86240
C -0.47351 2.15945 1.76277
C -1.02612 1.86275 0.35588
O -0.63640 0.54342 0.02429
C -1.50357 -0.33439 -0.62770
C -1.64008 -1.60563 0.28998
O -0.61166 -1.71803 1.20901
C 0.63734 -2.13140 0.64867
C 1.28114 -3.23136 1.48008
C 2.78704 -3.03440 1.61210
C 3.20804 -2.99811 2.99744
F 2.47197 -3.55837 3.94624
C 4.34698 -2.32665 3.45646
F 4.25910 -1.45247 4.36755
F 5.52287 -2.53254 2.99958
C -0.99579 -0.78531 -1.98527
C 0.12863 -0.26137 -2.60149
C 0.57682 -0.67064 -3.83662
N -0.09504 -1.60611 -4.55617
C -1.17472 -2.11778 -3.95977
C -1.66022 -1.76381 -2.71847
H -3.83461 1.37135 1.38915
H -0.97713 2.49609 3.81791
H -1.91971 3.50748 2.75679
H 0.20714 3.00299 1.70207
H 0.08024 1.29145 2.11103
H -0.61032 2.59098 -0.32841
H -2.11457 1.99403 0.33466
H -2.51899 0.05513 -0.76794
H -2.55458 -1.49356 0.88217
H -1.77864 -2.50749 -0.31094
H 0.49821 -2.46138 -0.38240
H 1.26877 -1.23922 0.64730
H 1.19375 -4.16575 0.92432
H 0.78213 -3.31665 2.43801
H 3.31602 -3.88989 1.05135
H 3.13397 -2.10389 1.15639
H 0.70175 0.49409 -2.08518
H 1.45213 -0.20801 -4.27101
H -1.71284 -2.87697 -4.51340
H -2.55779 -2.25957 -2.33334
Na 1.86065 -2.17517 -5.47066
C -3.75651 1.15853 -4.52425
O -2.78693 1.99836 -3.92746
H -4.48361 1.80161 -5.01281
H -3.30800 0.49935 -5.27705
H -4.27514 0.53981 -3.77815
H -2.12939 1.45088 -3.48949
Br 2.63368 4.24254 -4.69756
C 0.69107 4.08659 -5.00582
C -0.11139 4.14779 -3.76262
Br 0.05582 2.47086 -2.75854
H 0.55378 3.15862 -5.55145
H 0.42827 4.92920 -5.64059
H -1.20438 4.30205 -4.05756
H 0.19722 4.92706 -3.07553
F -2.29118 4.84533 -5.00240
O -2.48580 -2.49477 5.43053
H -2.35159 -2.22571 6.34547
H -2.49851 -1.67039 4.93838
F 2.37945 4.29399 -2.21664
Be -2.52051 -4.35638 -2.14774
O 6.91552 -0.57476 5.97970
P 6.03242 0.20642 6.95137
O 5.17346 1.20913 6.18634
O 6.88230 0.97231 7.95426
O 5.13348 -0.80255 7.65956
Al -4.35368 -0.04348 2.58733
Br 2.56012 -5.90000 0.51256
*
```

As for the LUMO energy: -5.66 eV. Its HOMO energy is -7.041 eV. Its molar mass is 857.1 g mol⁻¹.

Atom charges from the Löwdin analysis, given in e for atoms 1 to 4:
1. O 0.08
2. C -0.39
3. O -0.06
4. C -0.06


Entry 2:
The following is a quantum chemistry calculation of C19H17N3O5 in the gas phase, from the OMol25 dataset.

```
! wB97M-V def2-TZVPD RIJCOSX def2/J DEFGRID3
* xyz 0 1
C 2.85302 2.73989 -0.28108
O 1.61734 2.18517 -0.66025
C 0.50250 2.43823 0.08470
C 0.46371 3.39282 1.09104
C -0.70175 3.63652 1.80028
C -1.83851 2.91722 1.51663
C -1.82069 1.91864 0.54022
C -3.05079 1.18642 0.28569
C -3.18439 -0.14262 0.13831
N -4.37483 -0.79572 -0.16227
C -4.22557 -2.15458 -0.20011
O -5.05748 -2.98296 -0.45028
N -2.89046 -2.38141 0.12413
C -2.19598 -1.21983 0.35771
O -1.04279 -1.15997 0.71742
C -0.65249 1.68186 -0.20335
O -0.76075 0.73220 -1.17492
C 0.18979 0.60093 -2.20944
C 1.54002 -0.02283 -1.81404
O 2.50114 0.09947 -2.54318
N 1.48947 -0.71155 -0.65561
C 2.53483 -1.32069 0.04238
C 2.23527 -1.88132 1.28332
C 3.22573 -2.49337 2.02615
C 4.52396 -2.55251 1.54500
C 4.82161 -1.99454 0.31362
C 3.83822 -1.38064 -0.44138
H 2.86382 3.82687 -0.40923
H 3.57799 2.28766 -0.95639
H 3.10686 2.48473 0.75213
H 1.34868 3.96341 1.32058
H -0.70959 4.39275 2.56944
H -2.75096 3.09434 2.06477
H -3.95000 1.79010 0.23571
H -5.24270 -0.33317 -0.37469
H -2.49450 -3.30560 0.20012
H 0.39245 1.55661 -2.70235
H -0.28601 -0.06757 -2.93591
H 0.59100 -0.75037 -0.17837
H 1.22178 -1.82923 1.65274
H 2.98425 -2.92590 2.98628
H 5.29734 -3.03152 2.12687
H 5.83118 -2.03790 -0.06813
H 4.07053 -0.94959 -1.40066
*
```

As for the LUMO energy: -0.38 eV. Its HOMO energy is -8.227 eV. Its structure (SMILES) is COc1cccc(/C=C2/NC(=O)NC2=O)c1OCC(=O)Nc1ccccc1. Its molar mass is 367.4 g mol⁻¹.

Atom charges from the Löwdin analysis, given in e for atoms 1 to 4:
1. C -0.05
2. O -0.12
3. C -0.17
4. C -0.01


Number 1: F_max 0.0573 hartree/bohr. Number 2: F_max 0.0240 hartree/bohr.